Here is C9H12O in the gas phase in a non-equilibrium geometry from the OMol25 dataset. Energies are from ωB97M-V/def2-TZVPD.

```
22
Properties=species:S:1:pos:R:3:forces:R:3
C 3.239 0.179 -0.148 0.156 -2.722 0.480
C 1.732 0.199 0.105 1.347 -0.585 -1.378
C 0.980 -0.930 -0.153 -1.910 -0.716 1.260
C -0.410 -0.881 -0.018 -0.518 -0.444 -0.842
C -1.196 -2.280 -0.046 0.748 3.626 0.435
C -1.074 0.379 -0.007 -0.940 -1.059 -0.291
C -2.624 0.449 -0.051 2.635 0.952 -3.776
C -0.310 1.519 0.135 2.416 -0.971 0.862
O -0.772 2.778 0.205 -2.699 0.786 0.916
C 1.101 1.390 0.313 -0.885 1.082 -0.297
H 3.803 0.149 0.816 -0.231 0.300 -0.779
H 3.475 1.030 -0.748 0.567 0.472 -0.236
H 3.550 -0.810 -0.725 -0.700 2.098 1.109
H 1.332 -1.950 -0.256 0.839 0.262 -0.157
H -1.634 -2.324 -1.042 -0.313 -0.569 0.204
H -1.933 -2.189 0.781 0.278 -0.693 -0.720
H -0.408 -2.989 0.132 -0.250 -0.745 0.042
H -3.049 -0.191 -0.826 0.364 -0.140 -0.248
H -2.941 1.452 -0.377 -0.302 -0.286 1.060
H -2.879 -0.012 0.802 -1.938 -0.602 3.473
H -1.707 2.757 0.592 1.867 0.147 -0.928
H 1.721 2.273 0.516 -0.531 -0.196 -0.190
```
Forces are in eV/Å.

Results
F_max = 4.702 eV Å⁻¹
SMILES = Cc1cc(C)c(C)c(O)c1
Frontier orbital gap = 9.093 eV
ΔE to the lowest compared entry with this formula, charge and spin = 17.7 kcal per mole
Spin multiplicity = 1
Net charge = 0

---

Here is a molecular structure, C6H8O6V in a non-equilibrium geometry from the OMol25 dataset. Energies are from ωB97M-V/def2-TZVPD.

```
21
Properties=species:S:1:pos:R:3:forces:R:3
O 2.465 0.992 0.781 -0.648 0.527 0.139
C -0.187 -1.697 0.583 -0.434 -0.811 0.469
C 2.912 -0.082 0.042 0.707 -0.757 -0.433
O -0.739 -2.695 0.983 0.127 1.120 -0.492
O 1.096 -1.763 0.255 0.784 0.065 -0.219
C 1.849 -0.924 -0.654 -0.317 0.044 -0.165
H 3.523 -0.768 0.664 -0.229 0.272 -0.137
H 3.574 0.254 -0.786 -0.157 -0.014 0.299
H 2.345 -1.634 -1.328 -0.058 0.181 0.181
H 1.166 -0.307 -1.245 0.175 -0.080 0.101
H -1.719 2.282 -1.107 0.143 -0.249 0.049
O -0.478 0.199 1.915 -0.059 0.349 0.132
O -0.504 0.796 -0.294 0.045 -0.561 -0.165
C -1.709 1.200 -0.932 -0.372 -0.069 -0.145
C -2.772 0.753 0.059 -0.098 -0.096 0.166
O -2.229 -0.458 0.578 -0.185 0.038 -0.325
C -0.872 -0.314 0.771 -0.762 -0.294 -0.040
H -1.797 0.660 -1.886 0.007 0.183 0.219
H -3.731 0.517 -0.412 0.195 0.072 0.167
H -2.912 1.485 0.868 0.000 -0.101 -0.181
V 0.719 1.506 1.146 1.135 0.181 0.382
```
Forces are in eV/Å.

Results
F_max = 1.230 eV Å⁻¹
Frontier orbital gap (alpha / beta) = 7.994 / 9.523 eV
ΔE to the lowest compared entry with this formula, charge and spin = 0.0 kcal per mole
Spin multiplicity = 4
Net charge = 0

---

Here is a molecular structure, C24H43F5IrOP2Te in a non-equilibrium geometry from the OMol25 dataset. Energies are from ωB97M-V/def2-TZVPD.

```
77
Properties=species:S:1:pos:R:3:forces:R:3
Ir 0.119 2.242 0.887 1.335 1.916 1.582
C 0.510 4.452 1.538 -0.347 -0.028 0.199
C -0.868 3.999 1.576 -0.148 -0.215 0.620
C 0.394 2.769 3.120 -1.750 0.018 0.425
C 1.243 3.749 2.540 0.112 -0.080 -0.956
C -0.946 2.955 2.590 0.122 0.190 0.424
C 1.009 5.576 0.695 0.242 -0.031 -0.005
H 0.492 5.599 -0.269 0.118 0.073 0.141
H 2.083 5.473 0.519 -0.124 0.109 -0.101
H 0.831 6.536 1.201 0.024 -0.204 -0.075
C 2.645 3.983 2.966 0.419 -0.125 -0.077
H 3.142 4.713 2.324 0.024 -0.125 0.118
H 3.222 3.048 2.927 -0.102 0.281 -0.010
H 2.672 4.341 4.009 -0.132 -0.076 -0.319
C 0.759 1.851 4.247 0.207 0.036 -0.423
H 0.800 2.403 5.197 -0.038 -0.082 -0.232
H 1.749 1.422 4.060 -0.150 -0.010 0.176
H 0.026 1.049 4.336 0.129 0.033 0.093
C -2.189 2.316 3.106 -0.083 0.177 0.253
H -2.626 2.935 3.897 -0.026 -0.131 -0.065
H -1.967 1.334 3.532 -0.151 0.051 -0.076
H -2.935 2.210 2.316 0.012 -0.043 0.147
C -2.023 4.576 0.831 0.088 0.157 0.111
H -2.517 5.352 1.420 -0.007 0.003 -0.060
H -2.751 3.797 0.606 -0.054 0.093 -0.021
H -1.678 5.020 -0.103 -0.111 0.020 0.010
C 1.404 1.731 -0.574 0.548 -0.375 -3.018
C 0.635 2.777 -1.171 1.154 -0.315 0.564
C -0.561 2.620 -2.049 -0.526 0.181 -0.098
C -1.549 1.544 -1.571 -0.416 0.085 -0.224
C -1.512 1.296 -0.076 0.087 -0.659 0.701
C -0.638 0.349 0.588 -1.337 -0.380 -0.490
C 0.292 -0.535 -0.207 0.477 -0.174 0.247
C 1.237 0.296 -1.089 0.395 -0.208 -0.160
H -0.259 2.449 -3.092 0.066 -0.022 0.161
H -1.421 0.612 -2.132 0.065 0.009 0.163
H -1.083 3.589 -2.049 0.159 -0.240 -0.065
H 0.864 0.314 -2.125 0.198 0.128 0.248
H 2.535 2.071 -0.344 -0.922 -0.365 0.059
H 1.171 3.722 -1.290 -0.206 -0.066 0.311
H 2.230 -0.174 -1.120 -0.236 0.085 -0.056
H 0.888 -1.129 0.494 -0.090 0.072 -0.033
H -1.053 -0.093 1.508 0.253 0.170 -0.317
H -0.277 -1.257 -0.812 -0.043 0.086 0.037
H -2.563 1.899 -1.794 0.186 -0.171 -0.144
H -2.476 1.460 0.432 0.595 0.143 -0.205
P -0.490 -4.598 -1.905 0.100 -0.979 -2.252
P -1.998 -6.461 -0.008 -0.584 -2.054 -1.618
C -1.014 -6.245 -2.636 -0.288 -0.190 0.550
C -1.264 -7.273 -1.528 0.461 0.456 0.094
H -0.214 -6.584 -3.309 -0.251 0.170 0.114
H -1.922 -6.074 -3.235 0.255 -0.026 0.233
H -1.948 -8.069 -1.857 0.199 0.160 0.198
H -0.321 -7.738 -1.204 -0.226 0.097 -0.149
C -1.946 -7.937 1.081 0.449 0.563 0.842
H -2.525 -7.720 1.987 0.156 -0.212 -0.117
H -0.905 -8.133 1.363 -0.263 -0.073 0.043
H -2.367 -8.814 0.573 0.062 0.336 -0.043
C -3.774 -6.593 -0.496 -0.081 0.991 0.359
H -4.005 -7.608 -0.844 0.238 0.258 0.137
H -4.005 -5.863 -1.281 -0.087 -0.192 0.167
H -4.378 -6.360 0.391 -0.035 -0.051 -0.333
C 1.242 -4.573 -2.529 0.355 0.330 0.998
H 1.670 -3.579 -2.341 0.047 -0.293 -0.102
H 1.268 -4.794 -3.605 -0.220 0.086 0.308
H 1.832 -5.320 -1.982 -0.036 0.228 -0.197
C -1.262 -3.493 -3.153 -0.340 0.574 0.754
H -2.349 -3.496 -3.003 0.239 0.093 -0.149
H -1.025 -3.830 -4.171 0.051 -0.042 0.326
H -0.887 -2.472 -3.001 -0.160 -0.203 -0.169
F 5.906 4.856 -1.692 0.674 0.601 -0.622
Te 4.770 3.714 -0.671 3.321 2.509 -2.526
F 5.096 2.341 -1.934 -0.062 -1.380 -1.066
F 4.559 5.204 0.514 -0.525 0.985 1.258
F 3.351 4.418 -1.733 -1.720 0.394 -0.863
F 6.298 3.153 0.305 0.874 -0.655 1.088
O 3.549 2.697 0.311 -2.615 -2.470 3.177
```
Forces are in eV/Å.

Results
F_max = 4.868 eV Å⁻¹
Frontier orbital gap (alpha / beta) = 4.001 / 4.249 eV
ΔE to the lowest compared entry with this formula, charge and spin = 0.0 kcal per mole
Spin multiplicity = 5
Net charge = +1

---

Here is 2 unconnected molecules or ions with the total composition C3H6O2 from the OMol25 dataset. Energies are from ωB97M-V/def2-TZVPD.

```
11
Properties=species:S:1:pos:R:3:forces:R:3
C -1.712 0.680 -1.225 0.134 -0.313 -0.309
C -1.202 -0.528 -1.022 -0.024 0.074 0.555
O -0.937 -1.106 0.190 -0.316 0.361 -0.552
H -1.821 0.967 -2.258 -0.180 0.276 0.007
H -2.015 1.356 -0.438 0.033 0.052 0.068
H -0.959 -1.165 -1.856 0.189 -0.246 0.022
H -1.246 -0.477 0.855 0.148 -0.206 0.185
C 2.472 0.069 1.432 0.238 0.214 0.147
O 2.025 -1.006 1.705 -0.088 -0.071 -0.012
H 1.970 0.782 0.756 -0.175 -0.086 -0.113
H 3.426 0.429 1.860 0.040 -0.055 0.002
```
Forces are in eV/Å.

Results
F_max = 0.731 eV Å⁻¹
SMILES = C=CO.C=O
Frontier orbital gap = 10.039 eV
ΔE to the lowest compared entry with this formula, charge and spin = 54.1 kcal per mole
Spin multiplicity = 1
Net charge = 0

---

net charge of number 2 (C6H8O6V)?
0

---

Which of these has the highest ΔE to the lowest compared entry with this formula, charge and spin?
C3H6O2

---

Among the records above, which one has the highest F_max?
C24H43F5IrOP2Te

---

spin multiplicity of number 2 (C6H8O6V)?
4